(1)
C54H139N23O6P6 | the ωB97M-V functional and the def2-TZVPD basis

Summary:
- structure (SMILES) = CN(C)P(=O)(N(C)C)N(C)C.CN(C)P(=O)(N(C)C)N(C)C.CN(C)P(=O)(N(C)C)N(C)C.CN(C)P(=O)(N(C)C)N(C)C.CN(C)P(=O)(N(C)C)N(C)C.CN(C)P(=O)(N(C)C)N(C)C.CCCC#N.CCCC#N.CCCC#N.CCCC#N.CC#N
- gap between HOMO and LUMO (eV) = 8.55
- LUMO level (Eh) = 0.016

```
! wB97M-V def2-TZVPD RIJCOSX def2/J DEFGRID3
* xyz 0 1
O 14.817 11.638 22.536
P 13.722 11.643 21.518
N 12.874 10.192 21.525
C 11.763 9.855 20.589
C 12.868 9.320 22.721
N 14.190 11.693 19.863
C 14.464 13.064 19.239
C 14.644 10.484 19.158
N 12.636 12.896 21.700
C 11.329 12.933 21.019
C 12.937 14.035 22.524
H 10.790 10.044 20.922
H 11.869 8.802 20.261
H 11.943 10.468 19.691
H 13.822 9.429 23.264
H 12.851 8.306 22.324
H 12.036 9.509 23.417
H 13.477 13.466 19.039
H 14.838 13.781 20.008
H 15.107 12.932 18.338
H 13.910 10.164 18.465
H 15.440 10.791 18.450
H 14.930 9.712 19.939
H 11.144 12.095 20.345
H 10.447 12.948 21.727
H 11.353 13.833 20.457
H 13.734 13.798 23.247
H 12.048 14.244 23.078
H 13.179 14.870 21.966
O 15.947 17.260 13.301
P 16.224 15.890 12.892
N 17.873 15.671 12.647
C 18.584 14.579 11.963
C 18.789 16.664 13.292
N 15.485 15.395 11.500
C 14.821 14.141 11.214
C 15.851 16.073 10.271
N 15.521 14.911 14.017
C 16.096 13.615 14.464
C 14.063 14.998 14.049
H 19.192 15.060 11.227
H 17.930 13.856 11.473
H 19.126 14.017 12.742
H 18.197 17.538 13.569
H 19.530 17.009 12.601
H 19.214 16.239 14.191
H 13.756 14.361 10.979
H 15.296 13.694 10.357
H 14.802 13.416 12.019
H 16.574 16.860 10.392
H 16.262 15.340 9.533
H 14.835 16.415 9.904
H 15.720 12.724 13.920
H 17.183 13.590 14.534
H 15.678 13.408 15.463
H 13.813 14.950 15.134
H 13.547 14.254 13.532
H 13.672 16.030 13.837
O 11.801 12.670 12.842
P 11.404 11.375 13.465
N 9.839 10.998 13.543
C 9.101 10.873 12.263
C 9.037 11.186 14.767
N 11.849 11.256 15.088
C 11.685 10.045 15.882
C 12.324 12.433 15.812
N 11.985 10.109 12.546
C 11.469 8.756 12.583
C 13.348 10.362 12.033
H 8.483 11.732 12.089
H 8.445 9.959 12.144
H 9.951 10.786 11.516
H 8.054 11.563 14.424
H 9.495 11.854 15.482
H 8.942 10.223 15.262
H 11.402 9.270 15.193
H 12.665 9.658 16.241
H 11.045 10.164 16.717
H 13.401 12.344 15.944
H 12.109 13.305 15.273
H 11.852 12.543 16.779
H 11.339 8.388 11.573
H 12.152 8.109 13.127
H 10.470 8.815 13.000
H 14.005 10.766 12.850
H 13.328 11.017 11.187
H 13.800 9.449 11.758
O 9.379 18.605 11.570
P 10.800 18.367 11.934
N 11.211 16.796 12.114
C 11.218 15.970 10.841
C 10.516 16.043 13.194
N 11.204 19.177 13.368
C 12.561 19.611 13.563
C 10.202 19.734 14.224
N 11.859 18.857 10.762
C 11.402 20.087 9.999
C 13.250 18.543 10.678
H 10.179 15.801 10.496
H 11.721 15.027 11.006
H 11.625 16.560 10.016
H 10.742 16.474 14.173
H 10.857 15.032 13.197
H 9.416 16.024 13.078
H 13.118 18.947 12.944
H 12.784 20.615 13.200
H 12.915 19.426 14.579
H 10.070 20.856 14.109
H 9.227 19.361 13.907
H 10.477 19.474 15.260
H 11.611 21.106 10.429
H 11.923 20.141 9.093
H 10.325 19.980 9.829
H 13.806 19.508 10.801
H 13.494 17.874 9.821
H 13.557 17.929 11.523
O 17.611 13.468 17.674
P 18.921 13.457 18.424
N 19.769 12.041 18.303
C 20.980 12.001 19.070
C 20.015 11.724 16.892
N 18.660 13.588 20.068
C 17.927 14.844 20.591
C 18.155 12.373 20.773
N 19.843 14.816 18.061
C 21.003 15.282 18.836
C 19.826 15.515 16.819
H 21.260 10.960 19.261
H 20.846 12.607 19.945
H 21.763 12.466 18.470
H 20.851 12.321 16.524
H 19.131 11.953 16.304
H 20.254 10.656 16.762
H 16.854 14.943 20.235
H 18.102 14.692 21.692
H 18.477 15.764 20.385
H 18.656 12.193 21.747
H 17.125 12.641 21.062
H 18.144 11.605 19.967
H 21.932 14.875 18.320
H 21.074 16.364 18.743
H 20.881 15.064 19.904
H 20.412 14.895 16.152
H 20.392 16.451 16.901
H 18.830 15.591 16.376
O 20.520 20.878 12.414
P 19.524 21.219 13.481
N 18.136 20.353 13.418
C 17.181 20.149 14.476
C 17.714 20.118 12.018
N 19.149 22.831 13.354
C 20.033 23.786 12.779
C 18.139 23.358 14.290
N 20.077 20.799 15.073
C 20.400 19.374 15.113
C 20.998 21.677 15.877
H 17.752 20.074 15.383
H 16.664 19.229 14.291
H 16.364 20.901 14.654
H 17.176 21.018 11.592
H 16.882 19.472 12.093
H 18.544 19.795 11.352
H 20.661 24.294 13.535
H 20.648 23.291 12.086
H 19.507 24.461 12.168
H 18.581 24.036 15.038
H 17.353 23.908 13.773
H 17.702 22.504 14.784
H 19.534 18.813 14.960
H 21.080 19.103 14.320
H 20.830 19.118 16.071
H 20.494 22.622 16.017
H 22.001 21.874 15.368
H 21.126 21.173 16.796
C 15.401 17.532 23.444
C 14.960 18.825 22.817
C 13.843 18.680 21.706
C 13.857 17.487 20.847
N 13.847 16.575 20.170
H 16.200 17.866 24.067
H 15.786 16.776 22.748
H 14.664 17.012 24.079
H 15.808 19.381 22.414
H 14.495 19.418 23.605
H 13.861 19.627 21.094
H 12.906 18.685 22.205
C 9.242 19.870 17.844
C 10.669 19.394 18.242
C 10.739 18.112 19.033
C 10.504 16.856 18.309
N 10.444 15.832 17.774
H 8.573 19.199 17.299
H 9.234 20.781 17.294
H 8.724 20.160 18.788
H 11.041 20.198 18.826
H 11.222 19.328 17.306
H 10.112 18.138 19.908
H 11.762 17.952 19.350
C 17.588 19.929 18.999
C 17.616 21.442 19.306
C 16.361 22.130 18.742
C 15.189 21.926 19.618
N 14.282 21.891 20.272
H 18.406 19.324 19.409
H 17.627 19.813 17.893
H 16.591 19.461 19.317
H 18.510 21.870 18.889
H 17.745 21.559 20.388
H 16.092 21.791 17.722
H 16.594 23.226 18.726
C 16.152 16.383 17.915
C 16.314 17.065 16.570
C 14.976 17.751 16.101
C 14.465 18.792 16.975
N 14.133 19.633 17.682
H 17.105 15.896 18.232
H 15.409 15.655 17.841
H 15.872 17.117 18.721
H 16.656 16.293 15.846
H 17.111 17.793 16.603
H 14.182 17.032 16.011
H 15.031 18.200 15.098
C 12.497 22.010 16.392
C 13.801 22.502 15.982
N 14.784 22.962 15.669
H 12.490 20.915 16.052
H 11.744 22.630 15.970
H 12.474 21.927 17.492
*
```

Mulliken atomic charge list, values in e, 6 entries: number 1, O, carries -0.959; number 2, P, carries 0.422; number 3, N, carries 0.449; number 4, C, carries -1.033; number 5, C, carries -1.054; number 6, N, carries 0.909

(2)
C54H142BF4N8O18 | the ωB97M-V functional and the def2-TZVPD basis

Summary:
- gap between HOMO and LUMO (eV) = 4.94
- LUMO level (Eh) = -0.375

```
! wB97M-V def2-TZVPD RIJCOSX def2/J DEFGRID3
* xyz 5 1
C -1.128 -4.260 -0.575
C -0.368 -5.554 -0.336
C 0.066 -6.065 -1.680
O 0.562 -5.473 0.670
H -1.914 -4.321 -1.329
H -0.524 -3.388 -0.827
H -1.666 -3.901 0.302
H -1.174 -6.179 0.049
H 0.836 -5.500 -2.206
H -0.842 -6.173 -2.273
H 0.443 -7.076 -1.525
C 0.364 -0.358 -0.455
C 0.774 0.464 0.778
C -0.395 1.176 1.409
O 1.528 -0.336 1.693
H -0.083 -1.313 -0.180
H 1.223 -0.390 -1.124
H -0.347 0.249 -1.015
H 1.402 1.241 0.343
H -0.782 1.961 0.759
H -0.205 1.784 2.293
H -1.210 0.497 1.659
C 3.238 4.495 9.408
O 1.916 3.976 9.183
C 1.782 2.677 9.757
C 0.282 2.229 9.734
N -0.350 2.593 8.295
H -0.186 3.589 8.271
H 0.229 2.290 7.525
C -1.846 2.236 8.012
C -2.222 2.926 6.643
O -1.318 2.538 5.575
C -1.815 2.924 4.243
H 3.966 3.860 8.902
H 3.469 4.577 10.470
H 3.362 5.487 8.974
H 2.070 2.566 10.802
H 2.379 1.952 9.204
H -0.339 2.635 10.532
H 0.197 1.144 9.803
H -2.513 2.503 8.833
H -1.965 1.184 7.755
H -2.091 4.006 6.712
H -3.225 2.573 6.405
H -0.912 2.998 3.638
H -2.355 3.871 4.218
H -2.488 2.147 3.880
C 2.413 -4.278 4.966
O 2.499 -3.909 3.547
C 3.551 -2.954 3.185
C 4.014 -3.221 1.741
N 2.795 -3.134 0.819
H 2.201 -3.934 0.985
H 2.270 -2.342 1.161
C 3.134 -3.086 -0.645
C 3.977 -4.257 -1.163
O 3.645 -5.515 -0.625
C 3.916 -6.672 -1.470
H 3.300 -4.893 5.113
H 1.513 -4.829 5.240
H 2.398 -3.357 5.548
H 4.467 -3.201 3.721
H 3.236 -1.910 3.176
H 4.395 -4.240 1.676
H 4.699 -2.483 1.322
H 3.566 -2.099 -0.809
H 2.196 -3.205 -1.186
H 5.035 -4.090 -0.959
H 3.835 -4.393 -2.235
H 3.196 -6.748 -2.286
H 3.924 -7.539 -0.810
H 4.911 -6.591 -1.908
C 0.983 2.316 -8.992
O 1.171 2.255 -7.553
C 1.207 3.402 -6.741
C 1.380 3.032 -5.236
N 2.444 1.932 -5.041
H 2.340 1.198 -5.727
H 3.361 2.332 -5.181
C 2.547 1.421 -3.615
C 3.576 0.345 -3.568
O 3.299 -0.527 -4.750
C 4.330 -1.550 -4.890
H 1.262 3.323 -9.300
H -0.070 2.127 -9.204
H 1.581 1.513 -9.425
H 0.285 3.979 -6.807
H 1.996 4.121 -6.959
H 0.503 2.576 -4.777
H 1.754 3.915 -4.718
H 1.590 0.996 -3.313
H 2.837 2.258 -2.980
H 3.562 -0.379 -2.753
H 4.540 0.854 -3.588
H 4.331 -2.109 -3.955
H 5.338 -1.198 -5.110
H 4.079 -2.367 -5.566
C -0.673 -0.658 -4.700
O 0.454 -1.454 -5.036
C 0.468 -2.738 -4.362
C -0.550 -3.778 -4.809
N -0.461 -4.005 -6.369
H -0.419 -3.135 -6.881
H 0.363 -4.501 -6.679
C -1.669 -4.835 -6.857
C -1.521 -5.043 -8.361
O -1.292 -3.766 -8.943
C -1.178 -3.982 -10.390
H -0.956 -0.853 -3.666
H -1.505 -0.843 -5.380
H -0.509 0.420 -4.671
H 0.389 -2.512 -3.299
H 1.477 -3.143 -4.447
H -1.597 -3.500 -4.684
H -0.357 -4.743 -4.341
H -2.540 -4.207 -6.664
H -1.774 -5.792 -6.347
H -2.420 -5.531 -8.738
H -0.673 -5.676 -8.622
H -0.188 -4.356 -10.651
H -1.353 -3.071 -10.962
H -1.949 -4.664 -10.748
C 2.346 5.165 -2.062
O 1.519 4.002 -2.262
C 0.728 3.681 -1.120
C -0.592 4.480 -0.817
N -1.298 4.840 -2.111
H -0.692 5.064 -2.887
H -1.772 4.029 -2.483
C -2.439 5.870 -1.931
C -3.509 5.239 -0.940
O -3.133 5.615 0.391
C -3.928 5.012 1.442
H 2.341 5.819 -2.934
H 3.413 4.939 -2.060
H 2.164 5.699 -1.130
H 1.267 3.690 -0.174
H 0.436 2.665 -1.387
H -0.314 5.390 -0.285
H -1.183 3.829 -0.172
H -2.906 6.071 -2.896
H -2.089 6.853 -1.617
H -3.588 4.158 -1.056
H -4.502 5.633 -1.157
H -4.182 5.706 2.243
H -3.435 4.082 1.727
H -4.929 4.706 1.139
C -3.387 -1.162 4.410
O -2.519 -1.831 3.546
C -1.272 -2.040 4.124
C -0.369 -2.880 3.280
N -1.023 -4.204 2.873
H -1.816 -4.012 2.278
H -0.416 -4.635 2.191
C -1.412 -5.130 3.993
C -2.347 -6.198 3.469
O -3.458 -5.581 2.869
C -4.768 -6.218 2.798
H -3.956 -0.513 3.744
H -2.918 -0.559 5.187
H -4.110 -1.817 4.896
H -1.466 -2.514 5.086
H -0.754 -1.096 4.294
H 0.576 -3.008 3.808
H -0.093 -2.316 2.389
H -2.023 -4.655 4.760
H -0.494 -5.451 4.487
H -2.702 -6.780 4.319
H -1.899 -6.822 2.695
H -5.463 -5.415 2.553
H -5.069 -6.522 3.800
H -4.762 -6.967 2.005
C -6.568 4.004 -5.417
O -5.946 2.828 -5.051
C -6.746 1.662 -5.152
C -6.086 0.414 -4.491
N -5.458 0.822 -3.083
H -4.888 1.651 -3.176
H -6.201 1.037 -2.433
C -4.565 -0.326 -2.465
C -4.151 0.197 -1.108
O -5.298 0.870 -0.439
C -4.969 1.591 0.732
H -7.605 4.185 -5.135
H -6.558 4.007 -6.507
H -6.055 4.879 -5.019
H -6.931 1.563 -6.222
H -7.710 1.868 -4.687
H -5.220 -0.012 -4.997
H -6.833 -0.376 -4.413
H -3.683 -0.549 -3.065
H -5.136 -1.252 -2.402
H -3.258 0.822 -1.122
H -3.957 -0.629 -0.424
H -5.584 2.471 0.919
H -3.922 1.855 0.885
H -5.130 0.933 1.586
C 4.731 2.310 6.385
O 3.949 3.031 5.544
C 2.546 2.704 5.468
C 2.254 1.647 4.448
N 2.947 1.854 3.068
H 2.515 1.247 2.387
H 2.829 2.793 2.714
C 4.429 1.346 3.042
C 4.720 1.228 1.527
O 4.325 2.326 0.780
C 4.667 2.221 -0.571
H 5.775 2.615 6.469
H 4.691 1.282 6.025
H 4.314 2.307 7.392
H 1.997 3.611 5.217
H 2.284 2.272 6.434
H 1.210 1.809 4.180
H 2.118 0.592 4.684
H 4.493 0.379 3.541
H 4.923 2.192 3.520
H 4.191 0.331 1.203
H 5.768 0.949 1.417
H 4.580 3.127 -1.171
H 4.149 1.407 -1.077
H 5.664 1.789 -0.653
B 1.977 5.364 2.084
F 3.036 4.869 1.362
F 2.369 6.068 3.163
F 1.211 6.015 1.256
F 1.295 4.309 2.584
*
```

Mulliken atomic charge list, values in e, 6 entries: number 1, C, carries -0.661; number 2, C, carries 0.710; number 3, C, carries -1.036; number 4, O, carries -1.029; number 5, H, carries 0.569; number 6, H, carries -0.242

Among the records above, which one has the highest gap between HOMO and LUMO? C54H139N23O6P6

Which of these has the highest LUMO level? C54H139N23O6P6

Which value of gap between HOMO and LUMO does entry 2 give? 4.94 eV